{
  "formula": "C13H36Br8O5",
  "method": "ωB97M-V/def2-TZVPD",
  "smiles": "BrCCBr.BrCCBr.BrCCBr.BrCCBr.CO.CO.CO.CO.CO",
  "max_force_ev_per_a": 4.1,
  "e_lumo_ha": 0.0044,
  "e_above_lowest_kj_mol": 84.9,
  "homo_lumo_gap_ev": 10.3,
  "symbols": ["C", "O", "H", "H", "H", "H", "C", "O", "H", "H", "H", "H", "C", "O", "H", "H", "H", "H", "C", "O", "H", "H", "H", "H", "C", "O", "H", "H", "H", "H", "Br", "C", "C", "Br", "H", "H", "H", "H", "Br", "C", "C", "Br", "H", "H", "H", "H", "Br", "C", "C", "Br", "H", "H", "H", "H", "Br", "C", "C", "Br", "H", "H", "H", "H"],
  "positions_angstrom": [[14.0398, 8.1823, 16.4262], [14.1677, 9.4307, 15.6354], [14.3188, 8.3927, 17.4552], [13.0453, 7.7120, 16.5249], [14.5473, 7.3302, 15.9470], [13.7396, 10.1499, 16.0933], [10.7564, 9.4110, 5.1867], [10.7065, 7.9936, 4.8599], [10.5980, 10.0238, 4.3369], [9.9960, 9.5830, 5.9498], [11.7146, 9.6520, 5.7166], [10.9532, 7.4705, 5.6430], [7.9244, 12.7323, 9.0397], [7.9659, 11.9825, 10.2091], [7.9798, 12.1367, 8.1208], [7.0979, 13.3738, 8.8929], [8.9471, 13.3138, 8.9879], [8.1298, 12.5893, 10.9357], [7.2485, 10.4881, 6.2274], [7.0949, 9.8557, 4.9767], [7.7723, 9.9059, 7.0217], [7.9195, 11.2974, 6.0452], [6.2764, 10.7483, 6.5522], [7.0925, 8.9321, 5.3046], [8.0413, 6.8778, 6.7994], [7.5219, 7.1071, 5.5351], [8.8555, 6.0704, 6.7698], [8.5346, 7.7728, 7.1540], [7.2008, 6.6335, 7.4692], [8.2539, 7.3472, 4.9491], [7.3065, 10.6325, 13.2753], [6.6040, 9.2277, 12.0665], [7.3446, 7.9550, 12.1455], [6.5210, 6.8001, 10.9292], [6.7765, 9.6402, 11.0805], [5.6167, 9.0240, 12.3353], [7.3102, 7.4886, 13.0477], [8.3899, 8.0889, 11.8049], [15.4296, 8.0229, 11.6871], [13.8825, 8.6886, 12.5716], [12.8537, 7.6852, 13.0863], [11.5022, 8.7239, 13.9342], [13.3141, 9.2497, 11.8450], [14.1812, 9.3294, 13.3787], [13.2435, 7.0239, 13.8359], [12.4954, 7.1717, 12.1680], [13.3116, 14.1738, 15.0473], [12.8375, 13.7860, 13.1386], [11.3822, 14.1900, 13.0141], [10.7265, 14.2784, 11.1737], [13.1548, 12.7627, 12.9561], [13.5474, 14.4101, 12.5017], [11.2694, 15.2213, 13.4365], [10.7592, 13.4516, 13.5779], [10.3396, 7.4210, 9.7688], [9.8534, 9.2862, 9.4521], [10.7804, 10.2760, 10.1693], [12.4122, 10.4102, 9.1447], [8.8176, 9.3546, 9.8811], [9.9517, 9.4824, 8.3883], [10.9728, 9.8821, 11.2441], [10.4160, 11.2924, 10.2297]],
  "atomic_forces_ev_per_a": [[-0.641, 0.508, -0.295], [0.098, -2.283, 0.397], [0.644, -0.295, -0.044], [-0.400, 1.042, -0.425], [0.778, 0.964, 0.162], [-0.297, 0.100, 0.365], [0.871, -1.608, 2.413], [-0.019, 0.457, -0.046], [-0.127, 0.207, -0.873], [-0.326, 0.407, -0.200], [-0.516, -0.061, -0.816], [-0.048, 0.539, -0.386], [3.769, 0.780, -1.317], [-0.607, -0.752, 0.323], [-0.158, -0.536, 0.585], [-0.989, 0.911, 0.372], [-1.982, -0.414, -0.128], [-0.030, -0.052, 0.178], [1.055, -0.132, -0.153], [0.446, -1.597, 0.858], [-0.486, -0.175, -0.541], [0.064, 1.221, 0.169], [-0.845, 0.829, 0.877], [-0.370, -0.087, -1.297], [1.246, -1.106, 0.699], [-0.424, 0.280, -1.255], [-1.300, 0.741, 0.317], [0.165, 0.333, 0.487], [0.569, -0.130, -0.189], [0.042, -0.153, -0.044], [-0.112, -0.519, -0.103], [1.489, 1.057, -0.103], [2.176, 1.415, -1.773], [-0.679, -1.193, -1.191], [-0.622, 0.282, -0.082], [-1.716, 0.385, 0.191], [0.025, -1.109, 2.680], [-0.475, -0.221, 0.427], [0.260, -0.495, -0.101], [-1.183, 0.402, 0.356], [1.154, -0.249, -1.528], [-0.957, 0.146, 0.001], [0.283, 0.475, -0.370], [0.377, 0.237, 0.210], [0.124, -0.462, 0.115], [-0.311, -0.025, 1.054], [-0.059, -0.279, -0.765], [1.597, 1.308, -0.464], [-0.207, -0.033, 0.988], [0.198, -0.195, 0.215], [-0.669, -0.169, 0.107], [-1.127, -0.517, 0.962], [-0.094, -1.068, -0.452], [0.318, 0.833, -0.592], [0.214, 0.200, -0.120], [-0.562, 0.732, 1.036], [0.054, -1.547, 1.713], [0.457, -0.019, 0.180], [0.918, 0.194, -0.811], [-0.586, -0.255, -0.063], [0.003, 0.811, -1.807], [-0.468, -0.060, -0.106]],
  "nbo_charge": [-0.272, -0.744, 0.182, 0.171, 0.191, 0.475, -0.243, -0.747, 0.198, 0.152, 0.172, 0.471, -0.246, -0.737, 0.181, 0.174, 0.148, 0.482, -0.261, -0.737, 0.147, 0.170, 0.174, 0.486, -0.241, -0.736, 0.164, 0.147, 0.195, 0.490, -0.052, -0.406, -0.472, 0.029, 0.233, 0.221, 0.220, 0.227, 0.014, -0.485, -0.459, 0.013, 0.213, 0.251, 0.219, 0.236, -0.035, -0.421, -0.470, -0.016, 0.235, 0.234, 0.241, 0.236, -0.017, -0.460, -0.481, -0.013, 0.237, 0.231, 0.238, 0.251]
}